(1)
ORCA calculation (ωB97M-V with the def2-TZVPD basis set) on a cluster of 8 separate species, C34H89N5O12 in total.

Structure (XYZ):
```
140
Properties=species:S:1:pos:R:3:forces:R:3
C -9.700442 -0.285274 -0.276594 0.8 0.6 0.4
O -8.327437 -0.689067 -0.310029 0.5 0.5 0.1
C -7.451990 0.044677 0.599300 -2.6 -0.3 1.5
C -6.073145 -0.568795 0.754486 -0.7 -0.2 -1.8
C -6.179337 -2.100392 0.672010 0.5 -0.4 -0.8
N -5.352857 -0.123829 1.951149 -0.3 -0.8 -0.3
H -9.793651 0.800711 -0.270772 0.2 0.3 -0.4
H -10.203327 -0.547739 0.654165 0.0 -0.6 0.1
H -10.220672 -0.685061 -1.147003 0.2 -0.1 0.2
H -7.501674 1.122356 0.443620 0.6 0.0 -0.8
H -7.926145 0.003825 1.579912 -0.3 -0.4 0.6
H -5.617333 -0.106596 -0.121124 1.0 -0.7 -0.2
H -5.221339 -2.608368 0.561114 0.4 0.4 0.0
H -6.748220 -2.418278 -0.201740 -0.2 0.2 0.1
H -6.611279 -2.598808 1.539825 -0.4 0.5 0.3
H -5.393387 -0.975158 2.493090 -0.4 0.1 1.1
H -4.377271 -0.185477 1.697118 0.5 0.7 -0.4
C 4.382486 8.587482 -0.247654 1.0 -1.3 -1.3
O 4.256117 7.144283 -0.329763 -1.3 0.2 0.9
C 4.687790 6.505944 -1.521770 1.0 -0.1 0.3
C 4.577225 4.959160 -1.360808 -0.3 0.1 0.9
N 3.373485 4.559460 -0.627194 -1.3 0.2 -2.3
C 2.189829 4.744157 -1.580709 -1.2 -1.2 2.0
C 1.054465 3.702709 -1.276909 0.3 1.3 -0.3
O 0.458877 3.831295 0.006047 1.3 -2.2 -0.7
C -0.120334 4.966635 0.570724 0.3 -1.0 -0.4
H 5.463269 8.714650 -0.185747 0.0 0.8 0.0
H 3.883957 9.083967 0.584851 -0.1 -0.9 0.2
H 4.001014 9.035252 -1.165294 0.0 0.1 -0.1
H 5.751407 6.711619 -1.642255 0.3 0.2 -0.3
H 4.180605 6.908313 -2.398680 -0.4 -0.1 -0.1
H 5.422602 4.530559 -0.822529 0.3 0.5 0.3
H 4.601499 4.401479 -2.297027 -0.1 0.5 -0.3
H 3.288277 5.215925 0.135625 -0.2 0.0 0.2
H 2.451954 4.663766 -2.635657 0.3 -0.1 0.1
H 1.605054 5.656425 -1.462777 0.7 0.8 0.1
H 1.425184 2.688309 -1.424084 0.0 0.0 0.6
H 0.253538 3.837293 -2.003891 -0.1 0.2 -0.5
H 0.681637 5.639090 0.875271 -0.4 0.5 0.2
H -0.595498 4.440581 1.398728 -0.3 1.1 0.5
H -0.882001 5.395021 -0.080764 0.0 0.5 0.0
C -0.875505 -0.724340 6.310890 1.9 -0.2 0.9
O -1.834008 -0.542643 5.376686 -1.9 1.0 -1.5
C -1.412500 -0.293729 4.036555 -0.8 -0.3 0.5
C -2.431749 0.490026 3.215217 0.4 -0.9 -1.2
N -2.013360 0.473005 1.770592 0.2 1.7 -0.5
C -0.829572 1.282438 1.474002 1.5 -0.3 -0.5
C -0.120543 0.873801 0.097505 -0.6 -0.8 1.6
O -0.001570 -0.580952 -0.037498 0.5 0.7 0.4
C 0.866717 -1.256962 0.907198 -1.3 -0.4 0.4
H -0.196167 -1.543836 6.076344 -0.3 -0.9 0.2
H -1.355229 -0.810245 7.285874 0.1 -0.3 -0.1
H -0.135824 0.074013 6.370873 -0.1 0.9 0.0
H -1.423329 -1.267804 3.547526 0.9 -0.2 -0.2
H -0.452478 0.222259 4.022077 0.2 -0.3 0.0
H -2.604656 1.519164 3.529979 0.3 0.1 -0.1
H -3.404146 -0.000638 3.257550 0.2 0.0 0.4
H -1.688553 -0.354031 1.290376 -0.9 -1.4 0.9
H -0.056555 1.058777 2.209208 0.3 0.3 0.4
H -0.976229 2.362369 1.492438 -0.3 -0.1 -0.1
H 0.891513 1.274359 0.039146 -0.2 0.3 0.2
H -0.738920 1.256324 -0.714518 0.2 -0.4 -0.2
H 1.506508 -0.661441 1.558454 0.1 0.6 -0.5
H 1.431440 -2.078501 0.466448 0.2 0.5 -0.7
H 0.235250 -1.790071 1.617942 -0.3 0.1 0.3
C -2.730325 3.244532 -3.854944 -0.7 -0.5 0.1
O -3.974545 2.488031 -3.668937 1.0 -0.3 0.1
C -3.921957 1.057346 -3.396201 -0.1 0.1 -0.7
C -3.063172 0.693472 -2.233803 1.4 -0.8 2.0
N -2.408384 -0.678691 -2.114564 0.0 1.5 -0.9
C -3.254508 -1.821204 -2.299159 -0.5 -1.5 0.5
C -2.711049 -3.067378 -1.438403 0.6 3.6 -1.4
O -2.624700 -2.465767 -0.135791 0.0 -0.7 0.2
C -2.434016 -3.365886 0.912036 -1.4 -0.8 1.1
H -2.817639 3.889859 -4.729036 -0.4 -0.2 -0.1
H -1.817268 2.667101 -3.999868 -0.2 -0.5 0.0
H -2.550442 3.915826 -3.015232 -0.2 -0.1 0.3
H -3.639720 0.460875 -4.263759 0.4 0.3 -0.4
H -4.939874 0.730460 -3.183876 -0.2 0.5 -0.1
H -3.592064 0.867729 -1.296783 -0.5 0.0 0.1
H -2.255593 1.419469 -2.139737 0.3 -0.1 -0.4
H -2.031663 -0.725571 -1.178620 0.2 0.1 0.1
H -3.332037 -2.083215 -3.354354 0.2 -0.2 -0.1
H -4.281144 -1.623310 -1.991018 -0.4 -0.1 0.4
H -1.686956 -3.170659 -1.797119 0.2 -0.6 0.0
H -3.287150 -3.973770 -1.624587 -0.3 0.0 0.8
H -3.158016 -4.163960 0.747711 0.4 -0.7 0.1
H -2.750976 -2.987877 1.884020 -0.4 1.0 -0.1
H -1.460692 -3.750801 1.216316 0.6 0.0 -1.3
C 8.419068 -7.133469 -5.367353 -0.2 0.8 0.1
O 8.405898 -5.726293 -5.653699 1.4 -1.6 -0.9
C 7.272151 -5.054402 -5.270108 -0.2 1.3 0.4
C 7.618573 -3.554049 -5.258842 1.5 -0.3 2.2
N 6.974037 -2.759630 -4.206583 -2.6 0.4 -2.4
C 5.521290 -2.686042 -4.553194 -0.9 0.5 2.4
C 4.826351 -1.733549 -3.567249 0.8 1.6 1.5
O 4.800818 -2.134369 -2.180571 -1.1 -0.5 1.8
C 4.092134 -1.204796 -1.245557 0.7 0.9 -2.0
H 8.344771 -7.302268 -4.293065 -0.2 0.1 0.3
H 9.374647 -7.563889 -5.666828 -0.2 0.2 -0.4
H 7.572245 -7.630601 -5.840481 0.1 -0.2 -0.2
H 7.010395 -5.426168 -4.279465 -0.6 0.3 0.3
H 6.430879 -5.090778 -5.962232 -0.3 -1.0 -0.1
H 7.526475 -3.167292 -6.273741 -0.2 0.5 0.3
H 8.641209 -3.418421 -4.906804 0.6 -0.6 -0.9
H 7.068060 -3.171289 -3.289085 0.1 -0.3 0.0
H 4.977703 -3.629023 -4.494936 0.2 -0.5 -0.2
H 5.303380 -2.242898 -5.524913 0.6 -0.1 -0.2
H 3.835562 -1.346359 -3.804970 -0.1 -0.4 -0.6
H 5.519334 -0.893266 -3.524830 -0.1 0.6 -0.5
H 3.816861 -1.482150 -0.228011 0.3 -1.4 -0.4
H 3.208820 -0.779300 -1.721785 -0.4 -0.5 -0.2
H 4.656946 -0.288543 -1.073549 0.8 0.0 -0.2
C -4.930335 3.246779 -0.114888 -0.1 0.2 -0.4
C -5.033383 3.326544 1.392202 -0.4 -0.9 0.8
O -6.243456 2.625631 1.879735 1.1 2.0 -0.6
H -4.097732 3.805101 -0.542836 0.3 0.1 0.3
H -5.800799 3.665348 -0.620059 -0.3 -0.1 0.2
H -4.813769 2.220377 -0.462754 -0.1 0.0 0.2
H -4.930034 4.331248 1.802042 -1.2 0.4 -0.3
H -4.139612 2.948778 1.888750 0.1 -1.0 -0.2
H -6.009940 1.729750 2.133655 0.5 -0.5 0.1
C 1.555444 -5.439751 3.622487 -1.9 -0.4 -1.4
C 0.479027 -4.278055 3.605549 2.6 -0.7 1.8
O 1.143485 -3.051055 3.919793 -1.0 0.5 -1.3
H 1.040234 -6.323576 3.246318 -0.5 -0.4 0.4
H 1.869867 -5.677589 4.638686 0.3 0.3 -0.2
H 2.335597 -5.456847 2.861442 0.5 1.0 0.4
H -0.154389 -4.553302 4.448838 -0.6 0.1 -0.1
H -0.130896 -4.166407 2.709091 0.5 0.0 0.0
H 1.728325 -3.103708 4.679256 0.1 -0.4 0.4
C 3.332892 -0.950816 4.373213 0.2 0.8 -1.8
C 3.305351 -1.093969 5.844601 0.5 0.2 0.6
O 2.806990 -2.403257 6.130875 0.0 0.1 0.0
H 3.716418 -1.811996 3.826058 -0.2 -0.4 0.4
H 4.030424 -0.174085 4.059786 0.0 0.4 0.3
H 2.375382 -0.680975 3.927738 -0.1 -0.2 0.1
H 2.754700 -0.281951 6.319484 -0.8 -0.2 0.0
H 4.304983 -0.866950 6.215113 0.4 -0.9 0.3
H 2.938036 -2.706472 7.032256 0.1 0.4 0.1
```
Positions in Å, forces in eV/Å.

## Properties
Electronic energy (eV): -68709.748
Net charge: 0
Largest force on an atom (eV/Å): 3.93
Highest occupied orbital energy (eV): -8.25
Energy above the lowest of the compared OMol25 structures with the same formula, charge and spin (eV): 3.532
SMILES: COC[C@H](C)N.COCCNCCOC.COCCNCCOC.COCCNCCOC.COCCNCCOC.CCO.CCO.CCO

(2)
ORCA calculation (ωB97M-V with the def2-TZVPD basis set) on a cluster of 7 separate species, C16H40F18N3O6P4 in total.

Structure (XYZ):
```
87
Properties=species:S:1:pos:R:3:forces:R:3
N 3.417812 -2.066658 -0.135599 -0.9 -0.7 -1.0
H 4.089075 -1.571860 -0.705404 0.3 1.1 -0.1
H 3.775592 -2.255599 0.789819 0.5 -0.3 1.1
H 3.321024 -2.932757 -0.646091 0.2 -0.7 0.2
H 2.479657 -1.692786 -0.122716 0.2 0.9 0.1
N 4.756845 -3.385437 3.195266 0.5 -1.3 0.7
O 4.039117 -3.418010 2.197704 -1.5 0.4 -1.8
O 5.916008 -3.069725 3.127943 2.3 1.2 -0.7
O 4.335950 -3.814293 4.257594 -1.5 -0.5 1.8
N 5.318503 -5.361923 -0.889829 -3.1 0.8 0.7
O 5.617817 -6.261976 -1.609184 0.0 -1.7 -2.1
O 6.191201 -5.019540 -0.133255 1.7 1.5 2.0
O 4.180690 -4.858395 -0.789354 1.4 -0.5 -0.5
C -2.506617 4.501309 -4.106864 -0.3 -0.4 0.1
C -1.732798 3.404685 -3.322545 -0.6 0.6 0.4
C -2.406842 3.101635 -1.913104 0.5 -0.1 -1.5
C -1.780671 1.821638 -1.392342 0.4 -0.2 1.0
P -2.073377 1.300457 0.314836 -0.1 1.6 -0.2
C -3.826875 0.825133 0.508645 0.0 -0.6 1.1
C -4.446063 0.077089 -0.650005 -1.1 -0.8 -1.8
C -5.973291 0.004381 -0.680026 -1.1 0.4 -0.1
C -6.660043 -0.575653 -1.991950 -0.2 1.2 0.7
C -1.075373 -0.102385 0.633611 1.4 -0.9 0.7
C -1.636943 -1.480614 0.328377 -0.8 -0.9 -0.1
C -0.648283 -2.660625 0.347425 1.3 0.6 0.2
C 0.046063 -3.067858 1.665128 0.0 0.7 -0.1
C -1.577876 2.742115 1.364092 -1.2 0.9 0.5
C -2.215669 2.881611 2.795460 0.0 -0.5 -1.1
C -1.687349 1.820926 3.732458 0.9 0.1 -0.2
C -2.187549 1.937274 5.132207 -1.8 -0.2 0.9
H -2.475662 5.511187 -3.697863 0.1 -0.1 0.6
H -3.550420 4.189274 -4.141587 -0.2 0.1 0.1
H -2.254804 4.671432 -5.153647 0.6 -0.5 0.0
H -0.672130 3.640649 -3.236507 0.0 0.1 0.3
H -1.724940 2.462830 -3.871139 -0.2 0.0 -0.2
H -3.476386 2.991264 -2.091984 -0.2 0.0 0.1
H -2.263573 3.905925 -1.191516 0.0 0.2 -0.2
H -0.704940 1.995422 -1.366017 0.4 -0.4 -0.3
H -1.955740 0.906764 -1.958425 0.1 0.2 -0.5
H -4.467746 1.640898 0.843179 0.1 0.4 -0.3
H -3.820228 0.147257 1.362182 0.1 0.0 0.3
H -4.279515 -0.992740 -0.775856 1.4 0.1 0.5
H -4.153855 0.523952 -1.600288 0.1 0.1 -0.1
H -6.336627 1.003522 -0.439592 -0.4 0.4 -0.7
H -6.389426 -0.524981 0.177118 0.4 -0.6 0.1
H -6.640136 0.133006 -2.819902 0.6 0.1 -0.1
H -7.734228 -0.625095 -1.813662 -0.1 -0.3 0.3
H -6.362444 -1.545905 -2.389624 0.4 0.0 0.5
H -0.683830 -0.007088 1.646386 -0.1 -0.1 0.3
H -0.167409 0.043202 0.048373 0.2 0.2 -0.3
H -2.074101 -1.419296 -0.668231 0.1 -0.3 -0.2
H -2.460662 -1.746826 0.990734 -0.3 0.3 0.3
H 0.138313 -2.331142 -0.331399 0.2 -0.2 -0.2
H -1.009907 -3.585527 -0.101901 -0.7 0.3 -0.1
H 0.706023 -2.304672 2.077538 0.1 0.2 -0.2
H 0.695810 -3.912617 1.436376 -0.1 -0.1 0.3
H -0.622258 -3.291538 2.496638 -0.3 -0.4 -0.2
H -1.885266 3.630510 0.812384 -0.7 -0.1 -0.3
H -0.515415 2.985133 1.378411 0.5 -1.2 0.2
H -3.297657 2.764904 2.734013 -0.3 0.1 -0.2
H -2.063483 3.907367 3.131270 0.3 0.0 0.2
H -0.600599 1.873925 3.667096 0.2 -0.4 0.1
H -2.023305 0.854983 3.355387 0.2 -0.2 -0.1
H -1.871358 2.790645 5.732112 0.3 -0.1 -0.2
H -2.193086 1.026980 5.731733 1.1 -0.1 0.0
H -3.272999 2.006559 5.060680 -0.5 0.6 -0.1
P 1.411459 -0.338282 -3.505675 1.5 1.5 -0.2
F 1.288276 -1.536131 -4.593585 0.4 0.6 0.7
F 0.424334 0.591177 -4.423483 -0.8 -1.1 -0.7
F 0.183050 -1.032851 -2.619610 0.5 0.3 -0.6
F 1.322309 0.954955 -2.528392 0.3 -0.4 1.6
F 2.559133 -1.106559 -2.618568 -1.6 -0.3 0.1
F 2.714191 0.392340 -4.192791 -0.9 -0.6 -0.8
P 6.914580 -1.315903 -1.294041 0.9 -0.6 1.3
F 8.309291 -1.640908 -0.525408 0.0 0.7 -0.4
F 7.630251 -0.854216 -2.703816 -0.2 0.0 0.8
F 6.972337 -2.826586 -1.844070 -0.2 -0.9 0.0
F 5.458795 -1.212189 -1.922138 -1.1 1.0 -1.2
F 6.089558 -1.743951 0.090159 0.9 -0.2 -0.4
F 6.938853 0.207554 -0.789100 -0.1 -0.1 -0.3
P 2.750840 1.024211 2.485841 2.3 0.2 -1.7
F 3.999396 -0.117826 2.441672 -2.3 1.2 0.9
F 3.862197 2.179394 2.177182 -0.6 -0.4 -0.6
F 2.519342 0.688325 0.869443 0.2 0.1 0.6
F 1.551807 2.130523 2.290831 -0.2 0.7 0.4
F 1.571295 -0.015192 2.828025 0.4 -0.9 0.5
F 2.942961 1.429793 4.042758 -0.5 -1.0 -0.2
```
Positions in Å, forces in eV/Å.

## Properties
Electronic energy (eV): -120077.712
Net charge: -2
Largest force on an atom (eV/Å): 3.26
Highest occupied orbital energy (spin up / spin down) (eV): -3.00 / -2.43
Multiplicity: 2

- Look up the electronic energy of the second one.
  -120077.712 eV

- Among the records above, which one has the lowest net charge?
  C16H40F18N3O6P4